[1]
{
  "formula": "C22H68N4O10",
  "method": "wB97M-V/def2-TZVPD",
  "species": ["C", "O", "C", "C", "C", "N", "H", "H", "H", "H", "H", "H", "H", "H", "H", "H", "H", "C", "O", "C", "C", "C", "N", "H", "H", "H", "H", "H", "H", "H", "H", "H", "H", "H", "C", "O", "C", "C", "C", "N", "H", "H", "H", "H", "H", "H", "H", "H", "H", "H", "H", "C", "O", "C", "C", "C", "N", "H", "H", "H", "H", "H", "H", "H", "H", "H", "H", "H", "C", "C", "O", "H", "H", "H", "H", "H", "H", "C", "C", "O", "H", "H", "H", "H", "H", "H", "C", "C", "O", "H", "H", "H", "H", "H", "H", "O", "H", "H", "O", "H", "H", "O", "H", "H"],
  "coordinates": [[-3.576, 5.931, 2.421], [-3.254, 5.902, 1.038], [-3.050, 4.607, 0.529], [-1.710, 3.924, 0.830], [-0.442, 4.693, 0.477], [-1.694, 2.585, 0.249], [-2.877, 5.464, 3.114], [-4.587, 5.549, 2.591], [-3.633, 7.001, 2.619], [-3.819, 3.938, 0.943], [-3.238, 4.603, -0.550], [-1.693, 3.731, 1.908], [0.420, 4.037, 0.354], [-0.192, 5.388, 1.279], [-0.546, 5.220, -0.473], [-2.404, 1.980, 0.649], [-1.911, 2.591, -0.746], [1.714, 0.847, -1.324], [0.925, -0.286, -0.992], [0.838, -0.512, 0.409], [-0.389, -1.376, 0.715], [-0.604, -1.450, 2.241], [-0.313, -2.722, 0.184], [1.909, 0.827, -2.395], [2.682, 0.842, -0.819], [1.177, 1.785, -1.168], [1.774, -0.913, 0.806], [0.624, 0.438, 0.913], [-1.257, -0.899, 0.252], [-1.576, -1.794, 2.587], [-0.574, -0.417, 2.610], [0.189, -1.971, 2.778], [-0.139, -2.652, -0.814], [0.455, -3.238, 0.604], [-4.948, -0.744, -4.105], [-4.355, 0.420, -3.565], [-2.920, 0.371, -3.542], [-2.344, 1.756, -3.348], [-2.264, 2.593, -4.643], [-0.993, 1.731, -2.776], [-5.993, -0.478, -4.255], [-4.839, -1.578, -3.407], [-4.537, -1.016, -5.083], [-2.713, -0.266, -2.669], [-2.530, -0.220, -4.377], [-3.011, 2.253, -2.640], [-1.339, 2.504, -5.209], [-2.428, 3.615, -4.302], [-3.096, 2.343, -5.303], [-0.892, 1.126, -1.963], [-0.323, 1.304, -3.413], [7.538, -1.832, 2.016], [6.695, -1.429, 3.074], [5.311, -1.316, 2.813], [4.714, -0.813, 4.121], [3.178, -0.798, 4.152], [5.189, 0.533, 4.496], [7.311, -2.816, 1.604], [8.536, -1.854, 2.457], [7.599, -1.023, 1.280], [5.193, -0.539, 2.040], [4.900, -2.261, 2.440], [5.017, -1.552, 4.870], [2.858, -0.029, 3.434], [2.737, -0.390, 5.065], [2.603, -1.708, 3.977], [4.765, 1.149, 3.801], [6.167, 0.459, 4.200], [0.510, 5.607, -3.794], [1.342, 4.624, -3.009], [1.236, 3.330, -3.627], [1.003, 5.756, -4.755], [0.497, 6.592, -3.310], [-0.542, 5.343, -3.877], [0.987, 4.554, -1.980], [2.406, 4.853, -3.016], [0.332, 3.004, -3.421], [2.498, -6.327, 0.453], [1.760, -5.571, 1.530], [2.126, -4.188, 1.423], [2.165, -5.989, -0.528], [2.336, -7.409, 0.500], [3.571, -6.203, 0.605], [2.142, -5.875, 2.516], [0.687, -5.742, 1.577], [3.073, -4.077, 1.513], [-3.783, -3.213, 2.429], [-4.478, -4.065, 3.518], [-5.610, -3.378, 4.021], [-3.502, -2.250, 2.859], [-4.496, -2.867, 1.676], [-2.948, -3.752, 1.990], [-3.742, -4.069, 4.329], [-4.697, -5.076, 3.188], [-5.402, -2.832, 4.778], [2.248, -2.814, -2.507], [1.559, -2.266, -2.103], [1.820, -3.241, -3.256], [0.259, -0.258, -4.533], [0.179, 0.086, -5.431], [0.442, -1.197, -4.648], [-1.989, -5.054, 0.191], [-2.245, -5.060, -0.736], [-1.760, -4.124, 0.380]],
  "mulliken_charge": [-0.708, -0.405, -0.643, 0.375, -1.584, -0.132, 0.292, 0.306, 0.272, 0.382, 0.256, 0.422, 0.349, 0.406, 0.256, 0.248, -0.265, -0.920, 0.275, -1.077, 0.957, -1.054, -0.165, 0.265, 0.421, 0.126, 0.302, 0.344, -0.060, -0.132, 0.482, 0.077, 0.225, 0.064, -0.723, -0.370, -0.665, 0.741, -1.367, 0.623, 0.260, 0.273, 0.313, 0.301, 0.389, -0.040, 0.310, 0.177, 0.422, -0.536, 0.329, -0.770, -0.372, -0.194, 0.540, -1.277, -0.753, 0.271, 0.259, 0.324, 0.198, 0.092, 0.235, 0.101, 0.369, 0.360, 0.284, 0.352, -1.028, 0.346, -0.558, 0.309, 0.387, 0.197, -0.379, 0.366, 0.212, -1.089, -0.241, -0.426, 0.247, 0.368, 0.319, 0.283, 0.368, 0.145, -0.630, -0.523, -0.552, 0.125, 0.427, 0.117, 0.271, 0.331, 0.310, -0.625, 0.269, 0.259, -0.509, 0.229, 0.218, -0.665, 0.266, 0.438],
  "e_tot_ha": -1850.28447,
  "homo_lumo_gap_ev": 9.22,
  "smiles": "COC[C@H](C)N.COC[C@H](C)N.COC[C@H](C)N.COC[C@H](C)N.CCO.CCO.CCO.O.O.O",
  "spin_multiplicity": 1,
  "relative_energy_kcal_mol": 0.0
}

---

[2]
{
  "formula": "C20H35NSi2Zn",
  "method": "wB97M-V/def2-TZVPD",
  "species": ["C", "C", "C", "H", "C", "H", "H", "H", "C", "H", "H", "C", "H", "H", "C", "H", "H", "C", "H", "H", "Zn", "H", "C", "Si", "C", "C", "C", "C", "C", "C", "C", "C", "N", "Si", "C", "C", "C", "H", "H", "H", "H", "H", "H", "H", "H", "H", "H", "H", "H", "H", "H", "H", "H", "H", "H", "H", "H", "H", "H"],
  "coordinates": [[0.286, -0.253, -4.113], [0.284, 3.191, -3.342], [-0.925, -0.092, -4.676], [0.731, -1.263, -4.010], [-1.011, 3.065, -3.025], [0.759, 4.177, -3.328], [-1.397, -0.957, -5.150], [-1.550, 3.890, -2.556], [-1.727, 1.173, -4.628], [-2.739, 0.899, -4.958], [-1.384, 1.912, -5.368], [0.871, 0.716, -3.121], [1.799, 0.332, -2.670], [0.197, 0.807, -2.252], [1.155, 2.067, -3.809], [1.020, 1.947, -4.895], [2.211, 2.344, -3.651], [-1.847, 1.848, -3.230], [-2.899, 2.133, -3.095], [-1.682, 1.094, -2.450], [0.749, -1.547, -0.194], [0.220, -2.976, -0.298], [-2.311, -0.004, 0.095], [-1.561, -0.844, 1.604], [-2.051, 0.140, 3.138], [-2.230, -2.598, 1.730], [0.353, -0.804, 1.614], [0.916, 0.581, 1.646], [1.272, 1.264, 2.844], [1.446, 2.646, 2.804], [1.381, 3.291, 1.568], [1.205, 2.515, 0.413], [0.986, 1.192, 0.436], [1.426, -2.241, 2.337], [0.896, -2.372, 4.119], [1.073, -3.916, 1.469], [3.226, -1.854, 2.124], [-3.392, 0.131, 0.255], [-2.187, -0.583, -0.831], [-1.879, 0.992, -0.071], [-3.128, 0.018, 3.361], [-1.451, -0.224, 3.990], [-1.825, 1.210, 2.982], [-2.004, -3.197, 0.840], [-1.837, -3.126, 2.609], [-3.325, -2.547, 1.834], [1.310, 0.686, 3.768], [1.605, 3.199, 3.729], [1.495, 4.370, 1.468], [1.210, 2.986, -0.575], [0.097, -3.116, 4.237], [1.766, -2.671, 4.721], [0.532, -1.400, 4.475], [0.938, -3.908, 0.343], [1.926, -4.600, 1.592], [0.156, -4.373, 1.863], [3.613, -2.127, 1.136], [3.442, -0.793, 2.282], [3.788, -2.427, 2.870]],
  "nbo_charge": [-0.195, -0.180, -0.180, 0.203, -0.198, 0.203, 0.207, 0.205, -0.458, 0.217, 0.222, -0.468, 0.209, 0.233, -0.458, 0.224, 0.218, -0.450, 0.218, 0.225, 1.326, -0.507, -1.143, 1.716, -1.125, -1.133, -1.550, 0.235, -0.284, -0.162, -0.283, 0.042, -0.524, 1.661, -1.137, -1.152, -1.148, 0.240, 0.235, 0.243, 0.234, 0.232, 0.238, 0.246, 0.235, 0.240, 0.219, 0.219, 0.219, 0.203, 0.242, 0.233, 0.232, 0.254, 0.239, 0.240, 0.237, 0.246, 0.245],
  "e_tot_ha": -3196.03848,
  "homo_lumo_gap_ev": 7.43,
  "spin_multiplicity": 1,
  "relative_energy_kcal_mol": 54.1
}

---

[3]
{
  "formula": "C20H37F5N5O3S",
  "method": "wB97M-V/def2-TZVPD",
  "species": ["C", "C", "N", "C", "N", "O", "C", "C", "C", "O", "C", "C", "C", "C", "C", "F", "F", "C", "F", "F", "F", "C", "C", "C", "C", "C", "N", "C", "N", "N", "H", "H", "H", "H", "H", "H", "H", "H", "H", "H", "H", "H", "H", "H", "H", "H", "H", "H", "H", "H", "H", "H", "H", "H", "H", "H", "H", "H", "H", "H", "H", "C", "S", "O", "C", "H", "H", "H", "H", "H", "H"],
  "coordinates": [[0.440, -2.822, 1.886], [0.334, -3.015, 0.381], [0.567, -1.757, -0.339], [1.752, -1.431, -0.831], [1.623, -0.221, -1.348], [2.614, 0.491, -1.957], [3.810, 0.632, -1.151], [3.750, 1.753, -0.123], [2.798, 1.536, 1.054], [5.116, 1.818, 0.300], [0.338, 0.261, -1.211], [-0.019, 1.612, -1.737], [-1.268, 2.234, -1.101], [-1.266, 3.774, -1.199], [-1.615, 4.464, 0.100], [-1.946, 5.754, -0.140], [-2.678, 3.870, 0.703], [-0.476, 4.507, 1.146], [-0.093, 3.240, 1.467], [-0.848, 5.134, 2.265], [0.602, 5.136, 0.621], [-0.341, -0.732, -0.566], [-1.774, -0.846, -0.137], [-2.772, -0.968, -1.309], [-3.962, -1.869, -0.982], [-4.862, -1.286, 0.122], [-6.146, -0.836, -0.435], [-6.939, -0.010, 0.417], [-6.561, 1.116, 0.846], [-8.228, -0.499, 0.766], [1.450, -2.492, 2.139], [-0.270, -2.076, 2.247], [0.243, -3.766, 2.395], [-0.630, -3.414, 0.071], [1.105, -3.704, 0.034], [2.668, -1.999, -0.770], [4.577, 0.868, -1.888], [4.071, -0.311, -0.668], [3.505, 2.691, -0.638], [2.287, 2.459, 1.325], [2.026, 0.791, 0.856], [3.366, 1.191, 1.921], [5.172, 2.366, 1.090], [-0.153, 1.538, -2.823], [0.848, 2.265, -1.596], [-2.150, 1.872, -1.630], [-1.348, 1.930, -0.059], [-0.295, 4.158, -1.518], [-2.001, 4.122, -1.926], [-2.025, 0.001, 0.504], [-1.865, -1.730, 0.499], [-2.253, -1.325, -2.202], [-3.179, 0.024, -1.528], [-3.614, -2.870, -0.707], [-4.563, -1.973, -1.888], [-5.008, -2.013, 0.932], [-4.395, -0.407, 0.573], [-6.695, -1.646, -0.697], [-5.656, 1.359, 0.447], [-8.900, -0.368, 0.019], [-8.203, -1.485, 1.000], [5.810, -4.039, 0.922], [5.373, -2.384, 1.446], [4.036, -2.084, 0.825], [6.586, -1.507, 0.464], [5.120, -4.729, 1.402], [5.725, -4.110, -0.162], [6.828, -4.255, 1.246], [6.453, -1.766, -0.587], [7.583, -1.783, 0.805], [6.422, -0.441, 0.615]],
  "mulliken_charge": [-1.017, -0.814, 0.192, -0.682, 0.309, -0.409, -0.095, 0.510, -1.011, -0.557, -0.338, -0.358, -0.172, -1.193, 0.677, -0.316, -0.271, 0.658, -0.225, -0.249, -0.266, 0.078, -0.727, -0.586, -0.967, -0.664, -0.342, 0.449, -0.615, -0.578, 0.252, 0.318, 0.429, 0.414, 0.496, 0.942, 0.342, -0.221, 0.220, 0.259, 0.002, 0.508, 0.339, 0.264, 0.477, 0.210, 0.259, 0.425, 0.422, 0.361, 0.613, 0.599, 0.020, 0.357, 0.538, 0.261, 0.336, 0.297, 0.254, 0.276, 0.272, -0.999, 0.320, -0.390, -0.884, 0.335, 0.305, 0.408, 0.291, 0.442, 0.209],
  "e_tot_ha": -2181.02886,
  "homo_lumo_gap_ev": 8.93,
  "charge": 1,
  "spin_multiplicity": 1,
  "relative_energy_kcal_mol": 0.0
}

---

[4]
{
  "formula": "C11H15N2",
  "method": "wB97M-V/def2-TZVPD",
  "species": ["C", "C", "C", "C", "C", "C", "C", "C", "C", "C", "C", "N", "N", "H", "H", "H", "H", "H", "H", "H", "H", "H", "H", "H", "H", "H", "H", "H"],
  "coordinates": [[1.642, -0.057, 2.861], [2.175, -0.879, 1.876], [0.769, 0.975, 2.560], [1.741, -0.627, 0.612], [0.300, 1.180, 1.269], [0.901, 0.365, 0.231], [-2.961, 0.954, -0.858], [-1.470, -0.909, -0.219], [0.730, -0.905, -2.036], [-0.017, 1.481, -1.802], [0.399, 0.307, -1.172], [-2.324, -0.097, -0.305], [-0.843, -1.998, 0.145], [1.763, -0.117, 3.979], [2.959, -1.481, 2.133], [0.677, 1.706, 3.411], [2.231, -1.122, -0.262], [-0.490, 1.835, 0.953], [-3.739, 0.715, -1.463], [-3.317, 1.548, -0.039], [0.802, -1.921, -1.584], [0.021, -0.886, -2.775], [1.574, -1.037, -2.654], [-0.100, 1.429, -2.887], [0.052, 2.431, -1.288], [-2.168, 1.755, -1.420], [0.182, -1.925, 0.186], [-1.490, -2.721, 0.548]],
  "nbo_charge": [-0.143, -0.188, -0.215, -0.251, -0.158, -0.082, -0.418, 0.690, -0.705, -0.322, 0.045, -0.353, -0.829, 0.241, 0.237, 0.245, 0.230, 0.221, 0.234, 0.231, 0.228, 0.236, 0.265, 0.209, 0.211, 0.233, 0.458, 0.450],
  "e_tot_ha": -537.16808,
  "homo_lumo_gap_ev": [6.22, 6.72],
  "s2": 2.0302,
  "charge": 1,
  "spin_multiplicity": 3,
  "relative_energy_kcal_mol": 75.9
}

---

[5]
{
  "formula": "C3H11N2S",
  "method": "wB97M-V/def2-TZVPD",
  "species": ["C", "C", "C", "N", "N", "S", "H", "H", "H", "H", "H", "H", "H", "H", "H", "H", "H"],
  "coordinates": [[-2.099, 0.695, 0.185], [-1.682, -0.607, -0.576], [1.589, -0.022, -0.357], [1.335, 0.916, 0.560], [2.759, -0.655, -0.285], [-0.293, -1.540, 0.184], [-3.169, 0.951, -0.162], [-2.208, 0.440, 1.241], [-1.433, 1.524, 0.016], [-1.444, -0.267, -1.689], [-2.635, -1.152, -0.585], [0.906, -0.088, -1.167], [2.016, 1.109, 1.174], [0.461, 1.424, 0.574], [3.310, -1.198, -1.027], [3.428, -0.507, 0.485], [-0.840, -1.023, 1.429]],
  "nbo_charge": [-0.618, -0.547, 0.383, -0.733, -0.765, 0.040, 0.253, 0.214, 0.186, 0.230, 0.250, 0.242, 0.398, 0.428, 0.456, 0.419, 0.165],
  "e_tot_ha": -628.30607,
  "homo_lumo_gap_ev": 9.83,
  "charge": 1,
  "spin_multiplicity": 1,
  "relative_energy_kcal_mol": 44.6
}